[1]
The following is a DFT calculation (the ωB97M-V functional and the def2-TZVPD basis) of a cluster of 2 separate species, C8H18NO2PS in total in a non-equilibrium geometry.

The geometry in XYZ format:
```
31
C8H18NO2PS (the ωB97M-V functional and the def2-TZVPD basis)
C -1.111 -0.574 1.786
C 0.099 -1.119 1.031
C -1.979 0.185 0.808
C 1.225 -1.653 1.980
C -0.205 -2.254 -0.039
C -2.665 1.441 1.379
C 2.293 0.843 -2.395
C 2.171 3.004 -3.173
N 1.552 2.023 -2.704
O 0.572 0.003 0.273
O -2.866 -0.595 -0.003
P -0.616 1.044 -0.271
S -1.303 0.325 -2.093
H -1.805 -1.372 2.262
H -0.548 0.024 2.449
H 1.938 -0.951 1.917
H 1.604 -2.580 1.576
H 0.790 -1.756 2.891
H -0.502 -3.075 0.520
H 0.689 -2.638 -0.478
H -0.977 -1.776 -0.684
H -3.633 1.732 0.875
H -1.959 2.188 1.452
H -3.101 1.208 2.420
H 2.165 0.303 -3.264
H 3.327 1.089 -1.892
H 1.850 0.311 -1.532
H 3.197 3.202 -3.192
H -0.682 1.275 -2.787
H 1.603 3.866 -3.447
H -3.717 -0.345 0.436
```

Output
Kohn-Sham gap (Eh): 0.3438
Charge: 0
2S+1: 1
Highest occupied orbital energy (eV): -8.56
SMILES: CC1(C)C[C@](C)(O)P(S)O1.C=NC
Energy above the lowest of the compared OMol25 structures with the same formula, charge and spin (eV): 4.478

=====

[2]
The following is a DFT calculation (the ωB97M-V functional and the def2-TZVPD basis) of a cluster of 2 separate species, C8H18O in total.

The geometry in XYZ format:
```
27
C8H18O (the ωB97M-V functional and the def2-TZVPD basis)
C -0.261 1.435 -0.613
C 0.233 1.063 0.787
C -1.774 1.664 -0.618
C -0.509 -0.164 1.322
C -2.516 0.437 -0.083
C -2.022 0.065 1.317
H -0.022 0.607 -1.308
H 0.263 2.340 -0.974
H 0.052 1.916 1.469
H 1.323 0.872 0.769
H -2.120 1.903 -1.642
H -2.006 2.533 0.028
H -0.163 -0.403 2.346
H -0.277 -1.033 0.676
H -2.335 -0.416 -0.765
H -3.606 0.628 -0.065
H -2.546 -0.840 1.678
H -2.261 0.893 2.012
O 1.019 -1.896 -1.419
C 2.761 -1.684 0.178
C 2.271 -1.245 -1.184
H 0.692 -1.618 -2.300
H 2.891 -2.779 0.202
H 2.033 -1.399 0.956
H 3.728 -1.209 0.410
H 2.148 -0.146 -1.213
H 3.005 -1.523 -1.965
```

Output
Kohn-Sham gap (Eh): 0.4116
Charge: 0
2S+1: 1
Highest occupied orbital energy (eV): -10.30
SMILES: C1CCCCC1.CCO
Energy above the lowest of the compared OMol25 structures with the same formula, charge and spin (eV): 0.135

=====

[3]
The following is a DFT calculation (the ωB97M-V functional and the def2-TZVPD basis) of a structure of composition C8H18O9Ti in a non-equilibrium geometry.

The geometry in XYZ format:
```
36
C8H18O9Ti (the ωB97M-V functional and the def2-TZVPD basis)
Ti -14.626 2.526 3.036
C -12.758 0.133 2.876
O -13.946 0.157 3.185
O -12.119 -0.923 2.982
O -12.289 1.087 2.249
C -13.919 5.365 3.161
O -15.133 4.778 2.802
H -13.271 5.165 2.308
H -14.045 6.442 3.268
H -13.580 5.010 4.134
H -15.698 5.531 2.616
C -14.094 3.947 -0.611
O -14.883 3.188 0.190
H -13.401 3.191 -0.980
H -14.756 4.272 -1.414
H -13.549 4.805 -0.218
H -15.782 3.028 -0.109
C -18.310 3.071 3.888
O -17.322 2.808 2.945
H -19.139 2.410 3.635
H -18.097 2.969 4.952
H -18.656 4.096 3.756
H -17.187 1.862 2.853
C -13.383 1.139 9.513
C -12.918 1.800 8.182
C -12.889 0.802 7.031
O -13.680 1.379 6.138
C -14.171 2.458 6.524
O -14.796 3.202 5.748
O -13.821 2.750 7.762
H -12.607 0.478 9.901
H -14.298 0.567 9.360
H -13.493 1.754 10.406
H -11.910 2.209 8.256
H -13.287 -0.173 7.311
H -11.917 0.646 6.563
```

Output
Kohn-Sham gap (alpha / beta) (Eh): 0.1272 / 0.1523
Charge: -1
2S+1: 4
Highest occupied orbital energy (alpha / beta) (eV): -0.85 / -1.65

=====

[4]
The following is a DFT calculation (the ωB97M-V functional and the def2-TZVPD basis) of a cluster of 2 separate species, C8H18OPS2 in total in a non-equilibrium geometry.

The geometry in XYZ format:
```
30
C8H18OPS2 (the ωB97M-V functional and the def2-TZVPD basis)
C -2.206 0.182 0.740
C -2.020 1.391 -0.103
C -0.002 -2.284 0.742
C -1.536 2.744 0.290
C -0.090 -1.105 -0.088
C 0.992 -0.038 -0.101
C 0.568 1.289 0.391
C -0.551 1.912 -0.405
O 3.123 -1.943 -4.419
P 2.503 -1.172 -3.211
S 1.413 -2.890 -2.302
S 4.258 -1.006 -1.872
H -3.028 -0.480 0.343
H -2.333 0.321 1.910
H -2.731 1.302 -0.915
H 0.517 -3.009 0.041
H 0.562 -2.071 1.617
H -1.050 -2.595 0.967
H -1.949 3.608 -0.161
H -1.201 2.883 1.329
H -0.556 -1.220 -1.126
H -1.176 -0.371 0.708
H 1.642 -0.459 0.644
H 1.464 0.155 -1.109
H 0.254 1.265 1.488
H 1.376 1.932 0.365
H -0.486 2.047 -1.484
H 3.706 -2.675 -4.208
H 0.861 -3.251 -3.396
H 5.180 -0.727 -2.808
```

Output
Kohn-Sham gap (Eh): 0.2502
Charge: +1
2S+1: 1
Highest occupied orbital energy (eV): -12.12
Energy above the lowest of the compared OMol25 structures with the same formula, charge and spin (eV): 0.099

=====

[5]
The following is a DFT calculation (the ωB97M-V functional and the def2-TZVPD basis) of a cluster of 2 separate species, C8H18Si in total in a non-equilibrium geometry.

The geometry in XYZ format:
```
27
C8H18Si (the ωB97M-V functional and the def2-TZVPD basis)
C 1.869 -1.334 1.888
C 0.913 -1.576 0.905
C 0.368 -2.026 -1.420
C 2.503 -0.830 -0.870
C -1.584 1.189 1.989
C -0.188 2.574 -0.516
C -2.354 0.297 -1.006
C 1.179 -1.282 -0.389
Si -1.128 1.113 0.216
H 1.632 -1.578 2.923
H 2.746 -0.747 1.609
H -0.043 -1.994 1.223
H -0.687 -1.736 -1.217
H 0.522 -3.067 -1.250
H 0.478 -1.759 -2.580
H 2.551 -0.783 -1.999
H 2.642 0.103 -0.423
H 3.315 -1.408 -0.451
H -2.019 0.186 2.237
H -0.541 1.136 2.418
H -2.189 2.138 2.278
H 0.747 2.584 0.106
H 0.029 2.358 -1.621
H -0.578 3.526 -0.431
H -3.200 -0.150 -0.411
H -2.679 1.198 -1.669
H -1.800 -0.434 -1.571
```

Output
Kohn-Sham gap (alpha / beta) (Eh): 0.2786 / 0.2219
Charge: 0
2S+1: 1
Highest occupied orbital energy (alpha / beta) (eV): -6.93 / -5.89
Energy above the lowest of the compared OMol25 structures with the same formula, charge and spin (eV): 3.502

=====

[6]
The following is a DFT calculation (the ωB97M-V functional and the def2-TZVPD basis) of a cluster of 2 separate species, C8H19BI2N4O2 in total in a non-equilibrium geometry.

The geometry in XYZ format:
```
36
C8H19BI2N4O2 (the ωB97M-V functional and the def2-TZVPD basis)
C -4.025 0.687 0.635
C -2.889 1.715 0.884
I -2.021 2.380 -0.916
C -1.867 1.197 1.924
I -1.084 2.912 3.007
C -0.664 0.320 1.418
B -0.255 -0.782 2.537
N 0.943 -1.572 2.277
O -1.005 -1.019 3.673
C 0.626 1.112 1.109
N 1.267 0.452 -0.050
C 0.313 -0.264 -0.658
N 0.386 -0.648 -1.906
N -0.776 -0.522 0.181
H -4.369 0.690 -0.394
H -3.624 -0.309 0.860
H -4.829 0.835 1.353
H -3.385 2.565 1.344
H -2.477 0.680 2.661
H 1.246 -1.929 3.180
H 0.651 -2.413 1.780
H -1.035 -0.269 4.279
H 1.326 1.226 1.935
H 0.476 2.135 0.757
H 1.603 1.171 -0.700
H 0.838 -0.088 -2.659
H -0.013 -1.537 -2.160
H -1.606 -0.437 -0.392
C 3.105 -1.758 -3.390
C 3.453 -0.280 -3.095
O 2.357 0.510 -3.223
H 2.730 -1.879 -4.409
H 3.996 -2.397 -3.289
H 2.351 -2.135 -2.691
H 4.311 -0.049 -3.770
H 3.947 -0.299 -2.090
```

Output
Kohn-Sham gap (Eh): 0.2167
Charge: 0
2S+1: 1
Highest occupied orbital energy (eV): -6.35

=====

[7]
The following is a DFT calculation (the ωB97M-V functional and the def2-TZVPD basis) of an isolated molecule of C8H19F3NO4PSi.

The geometry in XYZ format:
```
37
C8H19F3NO4PSi (the ωB97M-V functional and the def2-TZVPD basis)
C 4.370 -2.041 0.512
O 3.235 -2.608 -0.110
C 2.580 -1.703 -0.977
C 1.815 -0.588 -0.238
C 0.443 -0.304 -0.882
Si -0.477 1.119 -0.098
C -2.328 0.912 -0.049
C -2.740 -0.412 0.648
C -3.460 -1.386 -0.306
N -3.514 -2.780 0.120
C 0.063 1.420 1.741
F -0.695 2.428 2.278
F -0.098 0.352 2.543
F 1.344 1.829 1.890
P 0.050 3.000 -1.235
O 0.148 2.727 -2.681
O -1.098 4.087 -0.880
O 1.415 3.624 -0.642
H 4.851 -2.826 1.105
H 5.086 -1.665 -0.238
H 4.104 -1.210 1.181
H 3.312 -1.273 -1.680
H 1.878 -2.310 -1.567
H 2.413 0.332 -0.207
H 1.682 -0.925 0.802
H -0.187 -1.201 -0.806
H 0.569 -0.058 -1.945
H -2.745 1.782 0.475
H -2.720 0.956 -1.075
H -3.399 -0.176 1.492
H -1.871 -0.947 1.055
H -4.491 -1.043 -0.455
H -2.975 -1.349 -1.294
H -3.974 -2.853 1.022
H -2.578 -3.149 0.245
H -1.309 4.145 0.061
H 1.299 4.094 0.194
```

Output
Kohn-Sham gap (Eh): 0.3647
Charge: 0
2S+1: 1
Highest occupied orbital energy (eV): -9.64
SMILES: COCCC[Si@@](CCCN)(C(F)(F)F)P(=O)(O)O

=====

Please write out number 7 again, unchanged.
The following is a DFT calculation (the ωB97M-V functional and the def2-TZVPD basis) of an isolated molecule of C8H19F3NO4PSi.

The geometry in XYZ format:
```
37
C8H19F3NO4PSi (the ωB97M-V functional and the def2-TZVPD basis)
C 4.370 -2.041 0.512
O 3.235 -2.608 -0.110
C 2.580 -1.703 -0.977
C 1.815 -0.588 -0.238
C 0.443 -0.304 -0.882
Si -0.477 1.119 -0.098
C -2.328 0.912 -0.049
C -2.740 -0.412 0.648
C -3.460 -1.386 -0.306
N -3.514 -2.780 0.120
C 0.063 1.420 1.741
F -0.695 2.428 2.278
F -0.098 0.352 2.543
F 1.344 1.829 1.890
P 0.050 3.000 -1.235
O 0.148 2.727 -2.681
O -1.098 4.087 -0.880
O 1.415 3.624 -0.642
H 4.851 -2.826 1.105
H 5.086 -1.665 -0.238
H 4.104 -1.210 1.181
H 3.312 -1.273 -1.680
H 1.878 -2.310 -1.567
H 2.413 0.332 -0.207
H 1.682 -0.925 0.802
H -0.187 -1.201 -0.806
H 0.569 -0.058 -1.945
H -2.745 1.782 0.475
H -2.720 0.956 -1.075
H -3.399 -0.176 1.492
H -1.871 -0.947 1.055
H -4.491 -1.043 -0.455
H -2.975 -1.349 -1.294
H -3.974 -2.853 1.022
H -2.578 -3.149 0.245
H -1.309 4.145 0.061
H 1.299 4.094 0.194
```

Output
Kohn-Sham gap (Eh): 0.3647
Charge: 0
2S+1: 1
Highest occupied orbital energy (eV): -9.64
SMILES: COCCC[Si@@](CCCN)(C(F)(F)F)P(=O)(O)O

=====

- The lowest charge belongs to which entry?
  C8H18O9Ti